(1)
Here is a structure of composition C28H48CeF6OP2 from the OMol25 dataset. Energies are from wB97M-V/def2-TZVPD.

Properties
charge = +2
F_max = 3.1 eV/Å
energy above the lowest of the compared OMol25 structures with the same formula, charge and spin = 28.2 kcal per mole

Each line ends with the Löwdin charge.
Positions of all 86 atoms, in Å:
Ce: -0.335 0.143 0.088  1.190
C: -2.262 1.788 0.332  -0.286
C: -2.718 0.877 -0.679  -0.261
C: -2.454 -0.346 1.289  -0.297
C: -2.142 1.046 1.563  -0.281
C: -2.828 -0.436 -0.097  -0.275
C: -2.063 3.253 0.153  0.011
H: -1.651 3.491 -0.837  0.090
H: -1.386 3.672 0.904  0.074
H: -3.023 3.783 0.239  0.127
C: -1.948 1.601 2.923  0.015
H: -1.721 2.672 2.913  0.094
H: -1.130 1.108 3.454  0.060
H: -2.859 1.457 3.529  0.130
C: -2.480 -1.459 2.270  0.021
H: -3.514 -1.679 2.572  0.129
H: -1.904 -1.228 3.169  0.063
H: -2.064 -2.390 1.858  0.090
C: -3.396 -1.641 -0.769  0.014
H: -4.498 -1.640 -0.704  0.128
H: -3.048 -2.566 -0.300  0.078
H: -3.134 -1.683 -1.834  0.085
C: -3.186 1.267 -2.044  0.017
H: -4.178 1.762 -2.004  0.128
H: -3.279 0.406 -2.711  0.071
H: -2.505 1.974 -2.532  0.080
C: 1.337 0.601 -3.158  -0.119
C: 0.305 1.452 -3.310  -0.120
C: -0.305 1.699 -4.661  -0.158
C: -1.184 0.586 -5.301  -0.160
C: -1.288 -0.704 -4.541  -0.117
C: -0.254 -1.538 -4.423  -0.110
C: 1.083 -1.234 -5.029  -0.164
C: 1.922 -0.122 -4.341  -0.159
H: 0.494 1.942 -5.376  0.124
H: -0.797 0.394 -6.311  0.122
H: -0.926 2.602 -4.594  0.113
H: 2.175 0.619 -5.112  0.124
H: 1.911 0.503 -2.230  0.081
H: -0.036 2.138 -2.528  0.086
H: 2.872 -0.574 -4.032  0.112
H: 1.673 -2.157 -5.045  0.112
H: -0.333 -2.513 -3.934  0.099
H: 0.957 -0.958 -6.084  0.121
H: -2.195 0.982 -5.454  0.113
H: -2.282 -0.943 -4.161  0.090
P: 1.713 2.216 0.743  0.773
C: 1.268 2.989 2.337  -0.223
H: 2.088 3.611 2.731  0.086
H: 1.045 2.210 3.070  0.008
H: 0.365 3.604 2.225  0.044
C: 3.355 1.497 1.049  -0.223
H: 4.065 2.224 1.477  0.080
H: 3.758 1.117 0.098  0.049
H: 3.255 0.643 1.739  0.037
C: 1.890 3.656 -0.353  -0.241
H: 2.287 3.332 -1.324  0.049
H: 2.536 4.438 0.080  0.076
H: 0.888 4.078 -0.531  0.042
P: 0.839 -2.572 -0.190  0.782
C: -0.405 -3.784 -0.754  -0.237
H: 0.029 -4.698 -1.187  0.076
H: -1.047 -3.298 -1.503  0.021
H: -1.043 -4.063 0.103  0.059
C: 2.469 -2.712 -0.995  -0.228
H: 2.362 -2.737 -2.087  0.045
H: 3.055 -3.581 -0.646  0.079
H: 3.044 -1.804 -0.746  0.049
C: 1.215 -3.227 1.462  -0.253
H: 1.459 -4.301 1.463  0.091
H: 0.352 -3.052 2.115  0.038
H: 2.048 -2.670 1.891  0.029
C: -0.024 -1.406 4.884  0.005
C: 1.075 -0.711 4.085  -0.470
O: 0.737 -0.405 2.810  -0.203
C: 1.430 0.563 4.973  -0.480
F: 1.587 0.282 6.301  0.137
F: 2.564 1.206 4.566  0.131
F: 0.405 1.479 4.948  0.095
C: 2.393 -1.619 4.185  -0.467
F: 3.098 -1.483 5.346  0.147
F: 2.070 -2.955 4.134  0.104
F: 3.276 -1.361 3.175  0.108
H: -0.881 -0.724 4.972  0.094
H: 0.323 -1.683 5.890  0.116
H: -0.364 -2.299 4.345  0.089

Atomic forces in eV per Å
2.8904 -0.7229 0.9777
-0.7237 -1.1409 0.5530
-0.2619 -0.4326 0.6958
-0.5874 1.5646 -0.5515
-1.3020 -0.5588 -0.6072
-0.3629 1.1758 0.3494
0.2264 0.3093 -0.0964
-0.1481 -0.0255 0.1272
-0.1942 -0.0628 -0.0867
0.1886 -0.1323 -0.0223
0.3868 0.2745 0.6179
-0.1318 -0.2068 -0.0572
-0.1280 -0.0113 -0.1274
0.1994 0.0287 -0.3223
0.1658 -0.4025 0.4055
0.1622 0.0599 -0.1367
-0.1514 0.0691 -0.2581
-0.1351 0.1529 0.0205
0.1042 -0.3529 -0.3090
0.3749 0.1044 0.0366
-0.1130 0.1179 -0.0337
-0.0877 0.0162 0.2142
-0.0184 0.1757 -0.4985
0.4833 -0.2715 0.1676
-0.0195 0.1185 0.1802
-0.1091 -0.0409 0.0992
-0.3188 0.3721 -0.1257
0.4957 -0.2205 -0.0197
-0.3799 0.5890 -0.0952
-0.3619 0.0016 -0.1979
0.0022 -0.1615 -0.0622
-0.1129 -0.1201 0.1170
0.0454 -0.3818 -0.2681
0.6296 -0.2425 0.0915
-0.0574 -0.0062 0.2884
-0.0802 -0.0712 0.2315
0.2358 -0.1324 -0.0391
0.0004 -0.0505 0.3051
-0.2655 0.1906 0.1068
0.1846 -0.2554 0.2682
-0.1489 0.2187 -0.0619
-0.0718 0.2113 0.0022
-0.2900 0.2872 -0.0273
-0.0816 -0.0544 0.2026
0.2263 -0.0462 0.0468
0.2789 -0.2491 0.0396
0.0290 0.5100 0.7837
-0.2950 -0.1042 0.1758
-0.2095 -0.1807 -0.3024
0.0986 0.2130 -0.3100
0.3245 -0.0393 -0.0256
0.2159 -0.3742 -0.2413
-0.3779 -0.1669 -0.1931
0.0295 0.1446 0.2476
-0.0601 0.3439 -0.1354
0.0080 0.0220 -0.4250
0.0047 0.1903 0.1784
-0.2129 -0.3936 -0.1285
0.3331 -0.0435 0.1006
0.2650 -0.7078 0.9491
-0.2924 0.0708 -0.6422
-0.0621 0.3056 0.1890
0.1454 -0.3833 0.0425
0.3865 0.1341 -0.2737
0.1735 0.1419 -0.5787
0.1031 -0.0676 0.1988
-0.4852 0.2870 -0.1445
-0.1774 -0.2958 -0.0081
-0.1183 0.1933 0.3924
-0.1074 0.3451 -0.2926
0.2003 -0.0970 -0.0682
-0.1250 -0.1232 -0.2237
-0.3590 -0.3274 0.0456
0.8431 0.1758 1.0112
-0.3719 0.5115 -1.6422
0.2412 0.4627 1.0455
-0.1033 0.2039 -1.3986
-0.9483 -0.4612 0.0843
0.7077 -0.5677 -0.3075
0.5447 -0.5482 0.7087
-0.7706 0.0205 -1.2044
0.2871 1.1442 -0.2340
-0.7363 -0.2281 0.5087
0.2701 -0.1280 0.1336
-0.2410 0.0037 -0.3734
0.2050 0.1292 0.2174

---

(2)
Here is a structure of composition C28H48Cl2N4O5SiTi from the OMol25 dataset. Energies are from wB97M-V/def2-TZVPD.

Properties
F_max = 4.2 eV/Å
energy above the lowest of the compared OMol25 structures with the same formula, charge and spin = 0.0 kcal per mole
spin multiplicity = 3

Each line ends with the Löwdin charge.
Positions of all 89 atoms, in Å:
C: 1.418 3.961 -1.762  -0.060
C: 0.737 3.833 -0.444  -0.240
H: 1.711 5.000 -1.944  0.075
H: 0.779 3.637 -2.605  0.084
H: 2.326 3.344 -1.773  0.071
C: -0.068 4.798 0.056  -0.138
C: -0.345 6.056 -0.700  -0.127
H: -0.471 4.716 1.065  0.092
H: -0.715 5.878 -1.728  0.075
H: 0.559 6.681 -0.774  0.073
H: -1.089 6.654 -0.158  0.063
Ti: 0.184 -0.975 -0.046  0.749
Cl: -0.354 0.161 -2.898  0.553
C: -0.361 -0.848 2.746  -0.223
O: -0.777 -0.780 1.531  -0.193
N: -1.265 -1.098 3.663  -0.142
C: -2.673 -0.995 3.281  -0.002
C: -0.898 -1.280 5.052  -0.019
H: 0.701 -0.710 2.990  0.123
H: -2.864 -1.520 2.336  0.101
H: -2.986 0.052 3.175  0.086
H: -3.252 -1.448 4.077  0.086
H: 0.086 -1.766 5.099  0.104
H: -1.658 -1.913 5.513  0.091
H: -0.854 -0.312 5.570  0.087
H: -1.456 -5.496 0.399  0.090
H: -0.487 -6.395 -1.352  0.089
C: -1.728 -4.534 -0.049  -0.014
C: -0.582 -5.552 -2.036  -0.037
N: -0.940 -4.371 -1.278  -0.157
H: -1.494 -3.717 0.644  0.074
C: -0.861 -3.179 -1.866  -0.249
O: -1.115 -2.104 -1.252  -0.188
H: 0.377 -5.386 -2.542  0.099
H: -0.543 -3.153 -2.928  0.144
H: -2.811 -4.539 -0.259  0.103
H: -1.336 -5.791 -2.801  0.097
H: -1.345 2.973 -2.106  0.073
H: -2.903 4.198 0.226  0.087
C: -2.405 2.666 -2.128  -0.046
C: -3.591 3.401 -0.100  -0.056
N: -2.864 2.348 -0.792  -0.175
H: -2.509 1.792 -2.776  0.062
C: -2.674 1.128 -0.215  -0.289
O: -1.916 0.240 -0.637  -0.127
H: -4.081 2.987 0.785  0.087
H: -3.252 1.040 0.730  0.138
H: -3.032 3.491 -2.492  0.089
H: -4.345 3.822 -0.777  0.090
O: 0.583 1.609 -0.803  -0.375
C: 0.911 2.463 0.204  -0.481
C: -0.996 2.436 1.956  -0.071
C: 0.354 2.348 1.676  -0.171
H: -1.695 2.586 1.127  0.073
C: -1.462 2.445 3.268  -0.100
H: 2.001 2.352 0.346  0.091
C: 1.256 2.257 2.735  -0.067
H: -2.538 2.545 3.443  0.101
C: -0.564 2.338 4.326  -0.123
C: 0.804 2.255 4.053  -0.089
H: 2.321 2.205 2.497  0.107
H: -0.939 2.367 5.355  0.099
H: 1.521 2.186 4.870  0.101
Si: 1.335 0.170 -4.096  0.167
Cl: 2.080 -0.291 0.863  0.330
C: 0.746 0.677 -5.793  -0.216
C: 1.688 -1.672 -4.267  -0.226
C: 2.826 1.125 -3.537  -0.182
H: -0.204 1.228 -5.698  0.021
H: 0.598 -0.191 -6.469  0.038
H: 1.483 1.342 -6.257  0.027
H: 2.710 2.218 -3.519  0.020
H: 3.596 0.914 -4.300  0.040
H: 3.197 0.783 -2.563  0.042
H: 2.181 -2.086 -3.381  0.027
H: 2.353 -1.811 -5.133  0.034
H: 0.798 -2.289 -4.465  0.015
O: 0.901 -2.641 0.207  -0.354
N: 1.867 -3.405 0.870  -0.158
C: 3.163 -3.241 0.530  -0.110
C: 4.116 -4.011 1.173  -0.099
C: 3.721 -4.967 2.103  -0.152
C: 2.375 -5.075 2.443  -0.108
C: 1.452 -4.213 1.874  -0.091
H: 3.424 -2.439 -0.153  0.090
H: 5.165 -3.872 0.911  0.103
H: 4.465 -5.628 2.553  0.089
H: 2.026 -5.812 3.167  0.100
H: 0.406 -4.198 2.168  0.104

Atomic forces in eV per Å
0.2544 0.1832 -0.4475
-1.3320 0.5091 1.5219
-0.0460 -0.0616 -0.0521
0.2541 0.0551 0.3520
-0.2961 0.0893 0.0071
0.9554 -0.7429 -0.5106
-0.2019 0.6700 -0.0056
0.0060 -0.1005 -0.2928
0.1460 0.0563 0.4255
-0.2227 -0.0941 -0.1046
0.0566 -0.0202 -0.2668
0.1875 2.4864 -3.3668
0.4727 0.0356 -0.5942
-0.8891 -0.0529 -1.7964
-0.4575 0.2036 3.8913
0.0498 0.3515 -0.1235
-0.2092 -0.2378 0.0536
0.2209 0.2267 0.1841
-0.2642 -0.2512 0.0050
0.1559 0.1725 0.2997
0.2456 -0.1806 -0.0171
-0.1583 -0.0719 0.0409
-0.3470 0.1377 0.1008
0.2354 -0.0003 0.0932
-0.0425 -0.2363 -0.0189
-0.0206 0.2960 -0.0142
0.0859 0.0871 -0.1276
0.2672 0.0749 0.1102
0.0480 -0.2169 -0.5596
-0.6825 0.2701 -0.2738
-0.0699 -0.2538 -0.2386
-0.2103 1.4609 1.2683
-0.2952 -2.3337 -1.4237
-0.2186 -0.1296 0.1902
0.0198 -0.1135 0.5222
0.3756 0.0642 -0.0560
0.1227 -0.0511 0.2509
-0.3704 -0.1745 -0.0517
-0.1671 -0.1710 -0.1566
0.5711 0.1815 -0.1223
0.0094 -0.1203 -0.0450
-0.5376 -0.9136 0.3702
0.0341 0.1829 0.1193
1.0823 -0.0108 -0.7066
-1.7413 1.2495 0.6411
-0.0126 0.0757 -0.0601
0.2500 -0.1718 -0.2272
0.2233 -0.2527 -0.0593
0.0963 -0.0448 0.2695
-1.6398 -1.7827 0.8643
1.3972 0.4522 -0.0117
-0.5117 0.2607 -0.0858
0.4333 0.2321 -1.3824
0.5846 -0.0884 0.5997
-0.2044 -0.1570 -0.0906
0.3309 0.2364 0.4979
-0.0605 0.0794 0.0398
0.3217 0.0089 0.1096
-0.1032 0.0803 0.1845
0.0016 -0.1415 0.0106
-0.2936 -0.0267 0.1785
0.2332 -0.0295 -0.3301
-0.1434 0.0421 -0.1237
-0.5481 -0.8762 -0.3470
2.0541 0.6579 1.0472
-0.1582 0.3279 -0.3808
0.5033 -0.2113 -0.0174
0.2703 0.0568 -0.1147
0.3213 -0.1719 -0.1933
0.0157 0.4562 0.4693
-0.1572 -0.0421 -0.0722
-0.1872 -0.4263 0.0592
-0.1209 -0.0361 0.2307
-0.1488 0.1400 -0.1408
0.0436 -0.0151 -0.0738
0.0256 -0.0682 0.2402
0.0962 0.4658 0.0260
0.9682 -2.6184 0.5806
-1.8368 2.2480 -1.5329
2.4124 -0.2002 0.3012
-0.4340 1.2427 -1.4916
0.6581 -1.4080 0.9227
-0.8787 0.5836 -0.0641
-0.2397 -1.7831 1.4175
-0.3207 -0.2787 0.1202
-0.3523 0.0279 0.0613
-0.3060 0.2116 -0.1072
0.1039 0.3225 -0.0913
0.2368 0.1175 -0.3075